The following is a DFT calculation (ωB97M-V with the def2-TZVPD basis set) of a single C17H22N2O5 molecule in a non-equilibrium geometry.

E_HOMO	-8.413	eV
charge	0
SMILES string	CCOc1cc(C(=O)Nc2cc(C)on2)cc(OCC)c1OCC
frontier orbital gap	9.1011	eV
energy above the lowest of the compared OMol25 structures with the same formula, charge and spin	77.27	kcal per mole

XYZ file:
```
46
Properties=species:S:1:pos:R:3:forces:R:3
C 0.494 3.103 -2.506 -0.07 0.06 0.41
C 0.497 3.735 -1.118 0.26 0.17 -0.44
O -0.401 3.103 -0.216 -0.06 -0.50 0.38
C -0.003 1.837 0.181 0.10 0.17 -0.03
C -0.573 0.739 -0.454 0.05 -0.17 0.09
C -0.187 -0.547 -0.112 0.20 0.40 0.29
C -0.756 -1.776 -0.724 -0.06 0.02 -0.16
O -0.716 -2.858 -0.176 0.02 -0.10 0.02
N -1.307 -1.592 -1.966 -0.01 0.47 -0.18
C -1.902 -2.562 -2.738 -0.52 -0.77 -0.68
C -2.130 -3.933 -2.447 -0.22 -0.10 -0.43
C -2.752 -4.396 -3.570 0.34 0.28 0.62
C -3.265 -5.736 -3.942 -0.01 0.22 -0.18
O -2.886 -3.392 -4.454 -0.23 -0.82 -0.05
N -2.356 -2.255 -3.932 0.52 1.05 0.55
C 0.776 -0.734 0.881 0.03 -0.08 0.03
C 1.339 0.343 1.539 -0.09 0.23 -0.08
O 2.279 0.273 2.513 -0.16 0.27 -0.17
C 2.680 -0.989 3.011 0.02 -0.41 0.25
C 1.649 -1.608 3.950 0.16 0.27 -0.29
C 0.937 1.658 1.201 -0.06 0.00 0.07
O 1.531 2.656 1.902 0.07 -0.26 -0.31
C 0.777 3.813 2.244 -0.24 0.47 0.34
C 1.254 4.285 3.610 -0.04 -0.25 -0.39
H 1.133 3.680 -3.168 0.08 0.04 -0.10
H 0.869 2.082 -2.460 0.04 -0.06 -0.07
H -0.514 3.091 -2.911 -0.09 0.00 -0.08
H 1.516 3.724 -0.710 -0.12 0.06 0.05
H 0.145 4.769 -1.173 0.12 -0.08 0.03
H -1.336 0.940 -1.190 -0.08 0.06 -0.07
H -1.261 -0.685 -2.404 0.09 -0.07 0.12
H -1.865 -4.452 -1.553 0.02 -0.17 0.14
H -3.126 -6.425 -3.114 0.00 -0.04 0.02
H -2.736 -6.110 -4.817 0.01 -0.08 -0.02
H -4.323 -5.676 -4.191 -0.06 -0.06 0.01
H 1.043 -1.750 1.119 0.04 -0.06 0.09
H 3.601 -0.776 3.560 -0.09 -0.08 -0.14
H 2.918 -1.673 2.187 0.03 0.10 0.05
H 1.437 -0.922 4.767 -0.02 0.04 0.09
H 0.720 -1.818 3.427 -0.09 -0.07 0.01
H 2.039 -2.535 4.360 0.02 -0.12 0.05
H -0.292 3.575 2.270 0.14 0.01 -0.06
H 0.939 4.601 1.498 -0.08 -0.16 0.04
H 2.319 4.494 3.576 0.11 0.07 0.04
H 1.077 3.513 4.354 -0.02 -0.04 0.10
H 0.720 5.188 3.895 -0.04 0.12 0.05
```
Positions in Å, forces in eV/Å.

The following is a DFT calculation (ωB97M-V with the def2-TZVPD basis set) of a molecular structure, C29H32F5N5OPdSb in a non-equilibrium geometry.

E_HOMO	-15.768	eV
charge	+3
frontier orbital gap	3.6236	eV
energy above the lowest of the compared OMol25 structures with the same formula, charge and spin	30.84	kcal per mole

XYZ file:
```
74
Properties=species:S:1:pos:R:3:forces:R:3
Pd -0.298 -0.669 0.454 1.18 -0.18 0.69
N -0.713 3.412 1.843 -0.12 -0.23 -0.06
C -0.958 2.215 1.353 -0.27 0.15 -0.01
N -0.057 1.263 1.210 -0.30 0.06 -0.17
C 1.260 1.514 1.621 0.91 -0.33 0.02
N 2.210 0.590 1.538 -1.13 1.04 0.31
N 1.694 -0.567 1.125 0.61 -1.44 -0.16
C 2.363 -1.671 1.021 -0.67 0.74 -0.04
C 1.616 -2.814 0.494 -0.07 -0.07 -0.01
C 2.163 -4.088 0.482 -0.12 0.36 -0.01
C 1.383 -5.161 0.067 -0.14 -0.01 -0.04
C 0.074 -4.924 -0.310 -0.08 0.17 0.00
C -0.415 -3.618 -0.297 -0.01 -0.41 -0.04
N 0.331 -2.580 0.063 0.29 -0.03 0.11
C 1.578 2.826 2.139 0.09 -0.01 0.00
C 2.877 3.163 2.550 -0.04 0.07 0.00
C 3.129 4.422 3.044 -0.13 0.09 0.00
C 2.097 5.369 3.146 0.01 -0.15 -0.05
C 0.808 5.057 2.751 0.19 0.01 0.04
C 0.564 3.787 2.250 0.27 -0.01 0.05
H -1.470 4.082 1.916 0.00 -0.05 -0.01
H -1.976 2.018 1.045 0.01 -0.05 -0.03
H 3.400 -1.764 1.335 -0.06 0.13 -0.07
H 3.183 -4.232 0.814 -0.02 0.01 0.01
H 1.789 -6.163 0.059 0.00 0.00 -0.01
H -0.578 -5.730 -0.614 0.00 0.02 -0.01
H -1.435 -3.404 -0.582 -0.03 -0.02 -0.04
H 3.665 2.428 2.470 -0.01 0.00 0.00
H 4.129 4.686 3.359 0.00 0.01 0.01
H 2.309 6.354 3.538 0.01 0.00 0.00
H 0.011 5.785 2.830 -0.01 0.01 0.00
F -4.320 -1.334 6.515 0.52 -0.04 -0.63
C -3.498 -1.404 5.507 -0.27 -0.04 0.43
C -2.431 -2.330 5.551 -0.08 0.04 0.01
F -2.298 -3.096 6.604 0.01 0.03 -0.07
C -1.574 -2.393 4.487 0.24 -0.04 -0.09
F -0.566 -3.234 4.468 -0.39 0.32 0.02
C -1.742 -1.528 3.317 0.23 -0.01 0.18
O -0.969 -1.648 2.344 -0.56 -0.04 -0.20
C -2.856 -0.596 3.342 -0.02 0.20 -0.39
F -3.030 0.177 2.262 0.11 -0.41 0.63
C -3.711 -0.539 4.401 -0.04 0.05 -0.06
F -4.729 0.289 4.439 0.08 -0.05 -0.04
C -0.808 1.919 -4.195 -0.01 0.00 0.00
C -0.914 1.760 -2.677 0.11 -0.01 -0.05
C -0.244 2.931 -1.972 0.01 -0.01 0.02
Sb -0.106 -0.161 -2.088 -0.39 0.04 -0.25
C 1.923 -0.479 -2.749 0.05 -0.05 0.02
C 2.923 0.396 -1.999 -0.05 0.04 -0.01
C 2.050 -0.287 -4.260 -0.03 -0.02 0.00
C -1.426 -1.669 -2.906 -0.01 0.04 -0.07
C -2.762 -1.607 -2.167 0.03 0.01 0.06
C -1.648 -1.593 -4.417 0.05 0.03 0.02
H -1.384 2.800 -4.484 0.00 0.01 -0.01
H -1.202 1.077 -4.758 0.00 -0.01 0.00
H 0.223 2.091 -4.505 -0.02 0.01 0.02
H -1.964 1.678 -2.382 0.03 0.01 0.00
H 0.814 3.002 -2.227 0.00 0.00 -0.01
H -0.328 2.877 -0.889 0.03 0.03 0.00
H -0.718 3.858 -2.300 0.00 0.02 0.00
H 2.075 -1.536 -2.503 0.01 0.05 0.02
H 2.786 1.450 -2.248 0.00 0.01 -0.01
H 3.931 0.123 -2.314 0.01 0.00 0.00
H 2.872 0.294 -0.917 0.01 0.00 0.00
H 1.977 0.764 -4.536 0.00 -0.01 0.00
H 1.322 -0.851 -4.838 -0.02 -0.02 -0.01
H 3.041 -0.631 -4.563 0.00 0.00 -0.01
H -0.891 -2.592 -2.678 -0.04 -0.05 0.00
H -3.275 -0.663 -2.359 -0.01 0.00 -0.03
H -2.673 -1.711 -1.081 0.03 0.01 -0.02
H -3.417 -2.402 -2.529 0.01 -0.01 0.01
H -2.234 -0.719 -4.695 -0.02 0.00 0.00
H -2.223 -2.470 -4.721 0.00 -0.02 0.00
H -0.726 -1.597 -4.994 0.02 0.01 -0.01
```
Positions in Å, forces in eV/Å.

The following is a DFT calculation (ωB97M-V with the def2-TZVPD basis set) of 2 unconnected molecules or ions with the total composition C9H14 in a non-equilibrium geometry.

E_HOMO	-8.940	eV
charge	0
SMILES string	Cc1ccccc1.CC
frontier orbital gap	9.9579	eV
energy above the lowest of the compared OMol25 structures with the same formula, charge and spin	24.06	kcal per mole

XYZ file:
```
23
Properties=species:S:1:pos:R:3:forces:R:3
C -0.607 1.275 1.731 0.39 1.21 1.72
C -0.639 -0.196 1.540 -0.61 -0.40 -1.80
C -0.426 -1.130 2.525 0.07 0.12 -0.31
C -0.207 -2.500 2.204 -0.90 1.48 1.55
C -0.220 -2.901 0.909 -0.26 0.39 -0.87
C -0.403 -1.931 -0.120 -0.17 -1.87 0.43
C -0.734 -0.655 0.192 0.65 0.21 0.77
H -1.378 1.936 1.356 -0.38 -0.47 -0.99
H 0.365 1.619 1.364 -0.15 0.21 -0.12
H -0.641 1.611 2.783 0.32 -0.66 -0.02
H -0.518 -0.722 3.526 0.43 -0.54 0.27
H -0.180 -3.169 3.056 0.18 -0.32 -0.27
H -0.281 -3.955 0.696 0.57 -0.19 -0.30
H -0.340 -2.262 -1.151 -0.27 0.07 0.02
H -0.992 -0.031 -0.641 -0.08 0.51 0.27
C 1.574 2.008 -2.336 -1.62 0.73 0.86
C 0.318 1.185 -2.676 -0.12 0.36 -1.17
H 2.528 1.503 -2.413 0.04 0.00 -0.22
H 1.509 2.968 -2.850 0.66 -0.23 -0.38
H 1.402 2.312 -1.294 0.60 -0.11 -0.01
H 0.497 0.389 -3.402 0.16 -0.41 0.56
H -0.435 1.765 -3.224 0.22 0.41 0.21
H -0.194 0.879 -1.777 0.26 -0.48 -0.21
```
Positions in Å, forces in eV/Å.

The following is a DFT calculation (ωB97M-V with the def2-TZVPD basis set) of 2 unconnected molecules or ions with the total composition C10H17NO6 in a non-equilibrium geometry.

E_HOMO (alpha / beta)	-9.074 / -9.074	eV
charge	0
frontier orbital gap (alpha / beta)	4.7779 / 8.4456	eV
energy above the lowest of the compared OMol25 structures with the same formula, charge and spin	259.33	kcal per mole

XYZ file:
```
34
Properties=species:S:1:pos:R:3:forces:R:3
N 0.029 -0.565 0.883 0.14 -0.27 -0.10
O -0.407 -1.746 0.863 0.82 2.68 0.10
O -0.757 0.398 1.116 1.76 -2.26 -0.79
O 1.251 -0.335 0.672 -2.69 -0.32 0.51
C -2.925 2.782 5.055 -0.11 -0.08 -0.06
C -1.484 2.473 5.426 -0.07 0.22 1.07
C -0.627 3.729 5.356 0.10 -0.06 -0.02
C -1.326 1.738 6.783 0.23 0.19 0.12
C -2.047 0.406 6.721 -0.27 -0.54 0.04
C -1.793 -0.449 7.964 0.07 0.01 -0.19
C -1.906 0.340 9.244 0.06 0.68 0.07
C -1.859 1.681 9.267 -0.18 -0.74 0.06
C -1.741 2.537 8.038 0.11 0.38 -0.49
C -2.035 -0.458 10.523 -0.10 0.11 -0.25
O -0.966 -0.118 11.384 0.33 -0.04 0.61
O -0.940 1.460 4.512 -0.11 0.92 -1.83
O -1.080 1.835 3.233 0.25 -0.35 1.60
H -3.370 3.466 5.790 0.17 -0.17 -0.20
H -2.942 3.261 4.074 -0.11 -0.08 0.14
H -3.528 1.867 5.023 0.08 0.24 -0.09
H -1.012 4.496 6.041 0.03 -0.23 -0.19
H 0.408 3.505 5.638 -0.13 0.04 -0.08
H -0.650 4.121 4.336 0.06 0.03 0.12
H -0.245 1.550 6.894 -0.17 -0.10 -0.09
H -3.126 0.591 6.624 0.17 -0.09 0.11
H -1.727 -0.133 5.817 -0.22 0.04 0.39
H -2.495 -1.296 7.989 0.13 0.17 -0.03
H -0.783 -0.895 7.898 -0.28 0.10 0.14
H -1.904 2.204 10.229 -0.05 -0.22 -0.32
H -0.992 3.321 8.228 -0.20 -0.12 -0.06
H -2.695 3.069 7.860 0.23 -0.18 0.12
H -2.996 -0.223 11.012 0.15 -0.23 -0.18
H -1.986 -1.525 10.270 -0.20 0.07 0.11
H -1.048 -0.624 12.207 -0.01 0.18 -0.32
```
Positions in Å, forces in eV/Å.

The following is a DFT calculation (ωB97M-V with the def2-TZVPD basis set) of a gas-phase ion, C8H12N4 (charge +2) in a non-equilibrium geometry.

E_HOMO	-17.636	eV
charge	+2
frontier orbital gap	8.6306	eV
energy above the lowest of the compared OMol25 structures with the same formula, charge and spin	119.23	kcal per mole

XYZ file:
```
24
Properties=species:S:1:pos:R:3:forces:R:3
C -0.129 1.789 0.381 -0.10 1.33 0.22
C 1.337 1.608 0.612 -0.12 0.73 0.21
C -1.733 -1.612 1.016 0.65 -0.66 -1.42
C -0.760 0.659 0.074 -0.50 0.04 -0.34
C 1.988 0.491 0.560 -1.79 0.30 -0.21
C -2.220 0.326 -0.039 0.97 1.79 0.59
C 3.144 -0.342 0.516 -1.41 0.25 -1.11
C 0.385 -0.740 -1.497 3.30 -3.23 2.28
N -2.605 -0.738 0.590 -0.95 -1.52 1.77
N -0.495 -1.644 0.539 1.85 1.73 -0.77
N -3.098 1.149 -0.527 0.56 2.26 -1.79
N 0.086 -0.484 -0.083 -1.24 -0.30 0.36
H -0.662 2.798 0.455 1.10 -1.59 0.00
H 2.039 2.413 0.899 -0.58 0.08 -0.11
H -1.859 -2.471 1.653 -1.24 -0.05 0.29
H 3.750 0.239 1.252 0.74 -0.25 -0.95
H 3.353 -0.496 -0.608 0.83 0.12 2.06
H 2.879 -1.223 1.083 0.35 -0.79 -0.05
H 1.325 -1.436 -1.393 -1.80 1.10 -1.11
H -0.347 -1.098 -2.140 -1.83 -1.35 -0.57
H 0.626 0.153 -1.888 1.53 3.14 -1.39
H -0.007 -2.431 0.156 0.02 -1.12 0.82
H -2.915 1.998 -1.080 0.97 -0.66 0.51
H -4.083 1.091 -0.529 -1.31 -1.35 0.68
```
Positions in Å, forces in eV/Å.

The following is a DFT calculation (ωB97M-V with the def2-TZVPD basis set) of a single CH2N4O2 molecule in a non-equilibrium geometry.

E_HOMO (alpha / beta)	-9.664 / -9.663	eV
charge	0
SMILES string	[O-][n+]1ncnn1O
frontier orbital gap (alpha / beta)	9.5771 / 9.5765	eV
energy above the lowest of the compared OMol25 structures with the same formula, charge and spin	120.36	kcal per mole

XYZ file:
```
9
Properties=species:S:1:pos:R:3:forces:R:3
O -0.433 1.662 -2.371 -0.38 1.61 -2.26
N -0.690 1.034 -1.388 0.18 -0.81 -0.80
N -1.755 0.400 -1.023 -2.07 0.98 -0.98
C -1.438 -0.224 0.101 0.61 0.23 -0.43
N -0.147 -0.103 0.408 -0.59 -0.12 0.81
N 0.222 0.763 -0.529 5.93 -0.07 1.53
O 1.672 1.075 -0.961 -4.69 -0.21 -0.48
H -2.325 -0.621 0.551 0.64 -0.90 1.06
H 2.206 0.762 -0.251 0.37 -0.70 1.55
```
Positions in Å, forces in eV/Å.